Record 1
{"formula": "C6H11NO2", "method": "wB97M-V/def2-TZVPD", "smiles": "C=NOC(=O)C(C)(C)C", "de_lowest_kj_mol": 252.4, "orbital_gap_ev": 11.04, "species": ["C", "N", "O", "C", "O", "C", "C", "C", "C", "H", "H", "H", "H", "H", "H", "H", "H", "H", "H", "H"], "positions_angstrom": [[-2.4755, 2.3493, -0.1328], [-1.7460, 1.3376, -0.1984], [-0.4239, 1.7436, 0.4153], [0.6586, 0.9444, 0.5465], [1.6238, 1.4450, 1.0598], [0.6007, -0.4979, 0.0551], [-0.4921, -1.2634, 0.8140], [0.3315, -0.5230, -1.4560], [1.9609, -1.1438, 0.3378], [-3.4863, 2.2909, -0.5006], [-1.9782, 3.2349, 0.3302], [-0.3070, -1.2306, 1.8870], [-0.4880, -2.3059, 0.4971], [-1.4789, -0.8526, 0.6146], [0.3481, -1.5541, -1.8078], [-0.6409, -0.0996, -1.6954], [1.0998, 0.0343, -1.9906], [1.9579, -2.1779, -0.0003], [2.7543, -0.6080, -0.1781], [2.1812, -1.1230, 1.4026]], "atomic_forces_ev_per_a": [[1.15, 1.33, 0.87], [1.87, -1.00, 0.39], [-1.83, 0.83, -0.42], [0.26, -0.78, -0.17], [-0.37, 0.00, -0.13], [0.04, -0.19, -0.05], [-0.04, 0.11, -0.06], [-0.09, 0.06, 0.07], [-0.13, 0.20, 0.02], [-0.08, 0.01, -0.07], [-1.03, -0.27, -0.45], [0.00, -0.03, 0.08], [0.05, -0.06, -0.01], [0.01, -0.05, 0.03], [0.05, -0.06, 0.00], [0.03, -0.02, -0.04], [0.05, 0.01, -0.06], [-0.06, -0.09, -0.05], [0.07, 0.01, -0.01], [0.05, -0.01, 0.05]], "nbo_charge": [-0.103, -0.113, -0.439, 0.804, -0.558, -0.164, -0.604, -0.604, -0.591, 0.214, 0.210, 0.212, 0.211, 0.229, 0.211, 0.229, 0.212, 0.204, 0.220, 0.220]}

---

Record 2
{"formula": "C6H11NO2", "method": "wB97M-V/def2-TZVPD", "smiles": "C=C(C)[C@@](C)([O-])[NH2+]C=O", "de_lowest_kj_mol": 398.1, "orbital_gap_ev": 8.77, "species": ["C", "C", "C", "C", "C", "O", "N", "C", "O", "H", "H", "H", "H", "H", "H", "H", "H", "H", "H", "H"], "positions_angstrom": [[1.5942, -0.2381, -1.1249], [0.7631, 0.4377, -0.3287], [1.0408, 1.8557, 0.0734], [-0.1696, -0.4406, 1.0048], [-0.0216, -1.9311, 0.8244], [-0.0674, 0.1247, 2.0793], [-1.7963, 0.0835, 0.3314], [-1.3357, 0.2604, -1.0794], [-1.3399, -0.7164, -1.8035], [2.5490, 0.1698, -1.4402], [1.3882, -1.2485, -1.4537], [0.6299, 2.1101, 1.0514], [2.1048, 2.0906, 0.1430], [0.5933, 2.5901, -0.6042], [1.0125, -2.2011, 1.0241], [-0.6687, -2.4289, 1.5500], [-0.2918, -2.2425, -0.1815], [-2.6463, -0.4657, 0.4229], [-1.8601, 0.8965, 0.9399], [-1.4785, 1.2940, -1.4285]], "atomic_forces_ev_per_a": [[-0.19, -0.02, 0.35], [0.16, -0.51, 1.76], [-0.10, 0.59, 0.24], [1.95, 0.86, -0.60], [-0.70, 0.03, -0.20], [0.04, -0.16, -0.30], [-0.02, -0.11, -0.73], [-2.17, -1.30, -0.12], [-0.08, 1.10, 0.78], [-0.15, 0.23, -0.25], [-0.05, -0.08, 0.08], [-0.05, -0.34, 0.13], [0.04, -0.13, -0.19], [0.06, -0.17, -0.26], [0.04, 0.14, 0.04], [0.06, 0.00, -0.04], [0.01, -0.04, 0.00], [0.17, -0.28, -0.23], [0.05, 0.18, -0.47], [0.91, 0.01, 0.02]], "nbo_charge": [-0.357, -0.154, -0.683, 0.635, -0.709, -0.677, -0.779, 0.543, -0.564, 0.193, 0.200, 0.236, 0.222, 0.206, 0.243, 0.226, 0.238, 0.412, 0.416, 0.154]}

---

Record 3
{"formula": "C6H11NO2", "method": "wB97M-V/def2-TZVPD", "smiles": "C/N=C/CC(C)=C(O)O", "de_lowest_kj_mol": 252.7, "orbital_gap_ev": 8.15, "species": ["C", "N", "C", "C", "C", "C", "C", "O", "O", "H", "H", "H", "H", "H", "H", "H", "H", "H", "H", "H"], "positions_angstrom": [[1.7213, -1.8296, 1.2737], [1.0695, -0.7852, 0.5432], [1.6877, 0.1741, 0.0060], [0.7719, 1.1496, -0.6629], [-0.5962, 0.4875, -0.4873], [-1.0451, -0.4808, -1.5519], [-1.4675, 0.9386, 0.4470], [-2.8109, 0.6417, 0.4799], [-1.1590, 2.0286, 1.2204], [1.4129, -2.7875, 0.8465], [2.8215, -1.7549, 1.2432], [1.4037, -1.8056, 2.3179], [2.7607, 0.4044, 0.1471], [1.0640, 1.2828, -1.7113], [0.8013, 2.1041, -0.1313], [-0.1825, -0.8363, -2.1069], [-1.5628, -1.3350, -1.1188], [-1.7247, -0.0027, -2.2607], [-3.1013, 0.2861, -0.3667], [-1.8643, 2.1203, 1.8728]], "atomic_forces_ev_per_a": [[0.78, 0.02, 0.01], [0.90, -0.76, 0.05], [0.01, 0.04, 0.98], [-0.68, -0.62, 0.55], [-1.62, 1.87, -0.15], [0.04, 0.14, 0.56], [0.82, 0.71, -2.59], [0.22, -0.15, 0.63], [-0.31, -0.63, 0.45], [0.07, 0.03, 0.13], [-0.09, -0.12, 0.08], [-0.08, -0.03, -0.05], [-0.18, -0.40, -0.24], [-0.27, 0.14, 0.08], [0.12, 0.03, -0.23], [0.01, -0.19, -0.07], [0.05, -0.19, -0.03], [-0.06, 0.06, -0.17], [0.21, -0.03, 0.01], [0.06, 0.07, 0.00]], "nbo_charge": [-0.428, -0.412, 0.127, -0.479, -0.109, -0.640, 0.549, -0.714, -0.695, 0.204, 0.164, 0.206, 0.153, 0.216, 0.242, 0.221, 0.217, 0.199, 0.492, 0.488]}

---

Record 4
{"formula": "C6H11NO2P", "method": "wB97M-V/def2-TZVPD", "total_charge": 1, "multiplicity": 3, "de_lowest_kj_mol": 0.0, "orbital_gap_ev": [10.14, 7.84], "species": ["C", "C", "C", "C", "C", "C", "N", "O", "O", "P", "H", "H", "H", "H", "H", "H", "H", "H", "H", "H", "H"], "positions_angstrom": [[0.0894, -0.4773, 2.3414], [1.8040, -1.3387, 0.7642], [1.3744, -0.3549, 1.8374], [-2.7438, 0.2681, 0.1550], [1.7123, 1.4972, -1.6923], [-1.8302, -0.2898, -0.9163], [-1.0134, -0.5724, 2.6657], [1.1651, -0.9820, -0.4645], [-0.7098, 0.5774, -1.1612], [0.6953, 0.5752, -0.4899], [2.8883, -1.3285, 0.6298], [1.4825, -2.3586, 1.0089], [2.1092, 0.2074, 2.3934], [-3.6455, -0.3362, 0.2060], [-2.2525, 0.2358, 1.1317], [-3.0244, 1.2939, -0.0711], [1.1057, 2.2755, -2.1533], [2.0466, 0.7750, -2.4396], [2.5749, 1.9467, -1.2027], [-2.3499, -0.3207, -1.8789], [-1.4782, -1.2930, -0.6635]], "atomic_forces_ev_per_a": [[0.92, 0.29, -0.33], [0.49, -0.19, 1.33], [0.83, -1.73, 0.96], [0.45, 0.18, 0.14], [0.22, -0.09, 0.17], [-1.27, -0.65, -0.04], [-0.81, -0.14, 0.44], [-0.61, 1.86, -0.33], [0.70, 0.57, 0.06], [-0.50, -0.58, -2.12], [-0.16, 0.02, -0.01], [0.05, 0.25, -0.08], [-0.02, 0.24, -0.06], [-0.04, -0.09, -0.01], [-0.33, 0.08, -0.26], [-0.06, 0.04, -0.07], [-0.12, -0.05, 0.13], [-0.05, -0.03, 0.01], [-0.01, -0.05, 0.03], [0.20, -0.08, 0.14], [0.10, 0.14, -0.09]], "mulliken_spin": [-0.034, -0.009, 0.634, 0.015, 0.161, -0.001, 0.342, 0.126, 0.163, 0.549, 0.002, 0.028, 0.006, 0.000, 0.000, -0.001, 0.002, 0.015, -0.007, 0.010, 0.001]}

---

Record 5
{"formula": "C6H11NO4S", "method": "wB97M-V/def2-TZVPD", "smiles": "C[C@]1(C(=O)ON)CCCS1(=O)=O", "de_lowest_kj_mol": 378.6, "orbital_gap_ev": 10.80, "species": ["C", "C", "C", "O", "O", "N", "C", "C", "C", "S", "O", "O", "H", "H", "H", "H", "H", "H", "H", "H", "H", "H", "H"], "positions_angstrom": [[0.1215, -0.2430, -2.2753], [-0.2552, -0.1025, -0.8410], [-1.9466, -0.0492, -0.5803], [-2.7773, 0.3688, -1.3136], [-1.9990, -0.3544, 0.6781], [-3.2538, -0.1616, 1.4717], [0.3868, 1.0330, -0.0068], [1.5712, 0.3825, 0.7385], [0.8804, -0.8400, 1.4444], [0.1866, -1.7214, 0.0300], [1.1503, -2.3204, -0.8642], [-0.8225, -2.6459, 0.4751], [1.1752, 0.1359, -2.3914], [-0.5097, 0.3077, -2.9484], [0.2346, -1.2683, -2.6734], [-3.8496, 0.1723, 0.7036], [-3.4303, -1.0870, 1.8683], [-0.3929, 1.4366, 0.7054], [0.6994, 1.8553, -0.5760], [2.3320, 0.1444, -0.0496], [1.9916, 1.0310, 1.4333], [1.4421, -1.3446, 2.2481], [0.0830, -0.4619, 2.1791]], "atomic_forces_ev_per_a": [[2.11, -0.02, -0.96], [-3.53, -1.02, 0.77], [3.66, 0.78, -0.72], [-0.90, -0.01, -0.42], [-1.37, -0.21, 2.65], [1.45, 0.81, -1.54], [-1.18, -1.06, 1.40], [-1.45, -1.38, -1.20], [0.47, 1.26, 1.41], [0.73, -0.47, 0.39], [0.68, 0.43, 0.57], [-0.49, 0.41, -0.05], [-0.92, -0.07, 0.03], [-0.43, 0.43, -0.09], [-0.56, 0.36, 0.58], [-0.64, -0.72, 0.72], [-0.27, 0.15, -0.81], [1.00, -0.52, -0.52], [0.42, 0.99, -1.27], [-0.47, -0.35, 0.97], [0.79, 1.17, 1.26], [0.55, -0.70, -1.31], [0.35, -0.25, -1.86]], "nbo_charge": [-0.657, -0.299, 0.814, -0.587, -0.415, -0.503, -0.409, -0.408, -0.704, 2.148, -0.941, -0.926, 0.218, 0.238, 0.262, 0.374, 0.374, 0.221, 0.225, 0.225, 0.223, 0.266, 0.259]}

---

Record 6
{"formula": "C6H11NOS", "method": "wB97M-V/def2-TZVPD", "smiles": "CN1CC[C@](C)(S)C1=O", "de_lowest_kj_mol": 95.7, "orbital_gap_ev": 9.73, "species": ["C", "N", "C", "C", "C", "C", "S", "C", "O", "H", "H", "H", "H", "H", "H", "H", "H", "H", "H", "H"], "positions_angstrom": [[-2.3019, -1.3070, 0.1173], [-1.0163, -0.6378, 0.0741], [0.1852, -1.4350, -0.0590], [1.1105, -0.3911, -0.6425], [0.7189, 0.8490, 0.1333], [0.9430, 2.1875, -0.5492], [1.4906, 0.7948, 1.8481], [-0.8124, 0.6853, 0.2988], [-1.5756, 1.5316, 0.7098], [-2.3754, -1.8737, -0.8662], [-2.3538, -2.0812, 0.9284], [-3.0737, -0.4426, 0.0142], [-0.0572, -2.3304, -0.7005], [0.7100, -1.7387, 0.9826], [2.0889, -0.8600, -0.6044], [0.9196, -0.0695, -1.6834], [1.9311, 2.5031, -0.1053], [0.3692, 2.8797, 0.0079], [1.0942, 2.1899, -1.6246], [2.0050, -0.4539, 1.7206]], "atomic_forces_ev_per_a": [[-0.65, 0.68, -1.76], [-1.17, -1.03, 0.68], [0.06, -0.28, 0.45], [0.29, -0.34, -0.96], [0.05, 0.29, 0.13], [3.69, -0.30, 2.22], [-0.21, -0.09, -0.47], [1.19, -1.00, 1.23], [-0.21, -0.21, -0.68], [-0.11, 0.43, 1.10], [-0.43, 1.18, -0.38], [0.93, -1.90, 0.97], [0.60, 0.83, 0.75], [-1.69, 0.19, -2.11], [0.66, 0.97, 0.18], [-0.20, -0.92, 0.15], [-0.31, -0.20, -0.99], [-1.52, 1.06, -0.61], [-0.87, 0.13, 0.00], [-0.10, 0.52, 0.10]], "nbo_charge": [-0.422, -0.449, -0.200, -0.433, -0.182, -0.654, -0.026, 0.668, -0.607, 0.189, 0.210, 0.247, 0.215, 0.185, 0.223, 0.217, 0.222, 0.250, 0.232, 0.115]}